No. 1
{"formula": "C6H11NO2", "method": "ωB97M-V/def2-TZVPD", "homo_lumo_gap_ha": 0.342, "e_above_lowest_kj_mol": 473.2, "spin_multiplicity": 1, "total_charge": 0, "smiles": "C=C(C)ON.C=CC=O", "elements": ["C", "C", "N", "C", "O", "H", "H", "H", "H", "H", "H", "H", "C", "C", "C", "O", "H", "H", "H", "H"], "coordinates": [[-2.18288, 1.05108, 0.07011], [-0.89278, 0.92068, -0.67824], [0.20029, -0.54019, -2.23140], [0.08070, 1.82438, -0.68053], [-0.88821, -0.26819, -1.36707], [0.23738, 0.20551, -2.92752], [1.06055, -0.50720, -1.68215], [-3.01815, 1.06339, -0.62939], [-2.19232, 1.96298, 0.66008], [-2.31391, 0.19118, 0.72672], [0.98685, 1.72330, -1.25468], [-0.02686, 2.73136, -0.11352], [2.35867, -0.93774, 0.75521], [0.92928, -1.66916, 0.92422], [0.12535, -1.38158, 1.94003], [2.84274, -0.61272, -0.28405], [2.48032, -0.88969, 1.85166], [0.58434, -2.22751, 0.06340], [-0.86046, -1.81167, 2.06033], [0.48908, -0.82823, 2.79678]], "atomic_forces_ev_per_a": [[0.17, -0.14, -0.07], [0.05, -0.06, -0.14], [0.05, 0.00, 0.01], [0.11, -0.02, -0.18], [-0.10, 0.12, 0.00], [-0.05, 0.01, 0.21], [-0.09, 0.12, 0.00], [-0.03, 0.00, -0.01], [0.00, 0.02, 0.02], [-0.04, -0.01, 0.05], [0.09, -0.12, -0.04], [-0.11, 0.10, 0.13], [-4.71, -2.07, 1.41], [0.96, 0.93, -1.94], [0.76, -0.55, 0.34], [0.68, 0.14, 0.57], [2.43, 1.33, -0.10], [-0.18, -0.17, -0.03], [-0.03, 0.06, -0.25], [0.05, 0.32, 0.02]]}

No. 2
{"formula": "C21H23N5OS", "method": "ωB97M-V/def2-TZVPD", "homo_lumo_gap_ha": 0.307, "e_above_lowest_kj_mol": 78.5, "spin_multiplicity": 1, "total_charge": 0, "smiles": "Cc1ccccc1-n1cnnc1SCC(=O)N1CCN(c2ccccc2)CC1", "elements": ["C", "C", "C", "C", "C", "C", "C", "N", "C", "N", "N", "C", "S", "C", "H", "C", "O", "N", "C", "H", "C", "N", "C", "C", "C", "C", "C", "C", "H", "H", "H", "H", "H", "C", "H", "C", "H", "H", "H", "H", "H", "H", "H", "H", "H", "H", "H", "H", "H", "H", "H"], "coordinates": [[1.45547, 1.93259, 5.55759], [1.48489, 0.44458, 5.38270], [1.87654, -0.38669, 6.42460], [1.90091, -1.76167, 6.27676], [1.52874, -2.33969, 5.07454], [1.13870, -1.53732, 4.01965], [1.12251, -0.15683, 4.17781], [0.72295, 0.62917, 3.07519], [1.44157, 1.53493, 2.35119], [0.76028, 1.94891, 1.32797], [-0.43561, 1.33943, 1.34806], [-0.45275, 0.54759, 2.38752], [-1.76659, -0.49516, 2.84247], [-2.35582, -0.75080, 1.13813], [-2.79232, 0.18766, 0.81078], [-1.14722, -1.18858, 0.31568], [-0.29961, -1.91153, 0.81139], [-1.04875, -0.73578, -0.94567], [-1.98137, 0.08839, -1.67945], [-2.92050, 0.19783, -1.14228], [-2.26192, -0.57656, -3.04040], [-1.06101, -0.82045, -3.80019], [-0.55426, 0.14685, -4.66497], [0.47402, -0.19562, -5.55042], [0.96254, 0.71580, -6.46338], [0.43573, 1.99483, -6.53470], [-0.59179, 2.34248, -5.67749], [-1.08079, 1.43788, -4.75294], [-1.87312, 1.75848, -4.09474], [-1.01683, 3.33508, -5.71755], [0.81827, 2.70642, -7.25014], [1.75691, 0.42023, -7.13340], [0.88205, -1.19490, -5.53989], [-0.15236, -1.64966, -3.03691], [0.77354, -1.81057, -3.58446], [0.17066, -0.99206, -1.69001], [0.80467, -1.63943, -1.08323], [0.68273, -0.03739, -1.86128], [-0.63154, -2.61969, -2.86436], [-2.95735, 0.02598, -3.62381], [-2.73081, -1.55115, -2.85565], [-1.53343, 1.07840, -1.82446], [-3.10548, -1.54017, 1.18358], [2.43770, 1.83776, 2.59628], [0.84569, -1.96484, 3.07183], [1.54275, -3.41192, 4.95607], [2.20743, -2.38356, 7.10445], [2.16065, 0.05733, 7.36764], [1.33342, 2.18701, 6.60749], [0.64046, 2.38013, 4.99161], [2.38943, 2.37632, 5.21075]], "atomic_forces_ev_per_a": [[0.01, 0.02, -0.02], [-0.11, -0.01, -0.15], [0.02, -0.04, -0.02], [0.02, -0.01, 0.06], [-0.02, -0.01, 0.00], [0.08, 0.04, -0.02], [0.29, -0.43, 0.53], [-0.40, 0.31, -0.58], [0.11, 0.00, -0.01], [0.99, 0.66, -0.26], [-0.90, -0.41, 0.15], [-0.12, 0.07, 0.19], [-0.46, -0.12, 0.05], [0.29, 0.21, 0.44], [-0.03, -0.15, -0.11], [-0.22, -0.06, -0.08], [0.16, -0.25, 0.13], [0.10, -0.11, -0.33], [-0.29, 0.05, -0.24], [0.06, 0.03, 0.00], [-0.12, 0.25, 0.19], [-0.23, -0.23, -0.03], [0.02, 0.14, -0.26], [0.09, -0.04, 0.06], [0.04, 0.01, 0.03], [-0.01, 0.15, -0.08], [0.08, 0.06, -0.13], [-0.10, -0.09, 0.16], [-0.05, -0.01, 0.09], [-0.03, 0.07, 0.00], [0.03, 0.06, -0.06], [0.05, -0.04, -0.05], [0.00, -0.09, 0.00], [0.28, 0.06, 0.28], [-0.06, -0.05, 0.01], [0.28, -0.38, -0.11], [-0.05, 0.13, -0.09], [0.00, -0.03, 0.01], [0.10, 0.02, 0.01], [-0.01, -0.04, 0.02], [-0.03, 0.10, 0.02], [-0.10, 0.00, 0.04], [-0.01, 0.02, -0.03], [0.25, 0.04, 0.12], [-0.05, 0.00, -0.12], [0.00, -0.10, -0.02], [0.03, -0.05, 0.07], [0.02, 0.05, 0.09], [0.01, 0.04, 0.04], [-0.01, 0.07, 0.00], [0.01, 0.11, 0.00]]}

| no. | LUMO energy (eV) |
| --- | --- |
| 1 | 0.31 |
| 2 | 0.65 |